# 1
Computed, not measured: an isolated ion of composition C6H12IN2O and charge +1 in a non-equilibrium geometry, with wB97M-V/def2-TZVPD.

Each line ends with the Löwdin charge.
Positions of all 22 atoms, in Å:
H 0.0866 1.1294 1.8380  0.096
C 0.5926 -0.3161 0.3431  -0.302
O -1.7905 -2.5140 1.8073  0.320
H 2.2367 -0.5986 -0.9515  0.094
C 0.5821 1.0837 0.9478  -0.164
N -0.8131 -0.7839 0.4766  0.059
C -1.6959 0.0018 -0.6268  -0.285
H -0.7949 0.2143 -1.2406  0.098
H 1.0377 0.4173 -1.5031  0.056
H -3.7358 -0.7032 -1.1055  0.097
C 1.1862 -0.4883 -1.0661  -0.007
H 2.7773 1.2148 0.2911  0.103
H 0.6432 -1.2470 -1.6026  0.057
H 1.1794 -0.9244 0.9667  0.138
C 2.0535 1.5355 1.0902  -0.043
H -1.9917 0.8037 -0.1082  0.103
N -2.7259 -0.4781 -1.3358  -0.429
H 2.4141 0.9292 1.8667  0.065
C -1.2929 -1.6475 1.2368  -0.110
I -2.2530 -1.8692 -2.8145  0.890
H 0.1244 1.6964 0.2123  0.104
H 2.1799 2.5442 1.2780  0.060

Calculated values
ΔE to the lowest compared entry with this formula, charge and spin = 0.592 eV
LUMO energy = -4.34 eV
total charge = +1
highest occupied orbital energy = -13.23 eV
orbital gap = 8.89 eV



# 2
Computed, not measured: a 2-piece molecular cluster, C6H12N overall in a non-equilibrium geometry, with wB97M-V/def2-TZVPD.

Each line ends with the Löwdin charge.
Positions of all 19 atoms, in Å:
H 0.3057 -1.9609 3.8277  0.077
H 0.8296 2.2729 -1.9982  0.142
H -0.5725 -0.4143 3.6911  0.102
H 0.6122 1.7484 -3.7821  0.135
C -0.4574 -1.4534 3.2702  -0.064
H 1.6291 0.4862 -0.4243  0.114
C -1.0442 0.2179 -1.9186  0.200
N -0.9025 1.3019 -2.4369  0.064
C 0.0171 -1.3502 1.8420  -0.102
H -1.9017 -0.2723 -1.8358  0.097
H -1.3228 -2.0047 3.5559  0.070
C 0.0838 2.1430 -2.8790  -0.064
C 0.3328 -0.2458 1.1352  -0.174
H -0.2272 3.0942 -3.2764  0.098
H 0.0646 -0.3402 -1.0122  0.032
H -0.1156 -2.2154 1.2265  0.106
C 0.8951 -0.3465 -0.1911  -0.078
H 1.4175 -1.3802 -0.3471  0.148
H 0.3565 0.7195 1.5533  0.099

Calculated values
ΔE to the lowest compared entry with this formula, charge and spin = 4.767 eV
LUMO energy (alpha / beta) = -6.12 / -6.12 eV
total charge = +1
highest occupied orbital energy (alpha / beta) = -13.13 / -13.13 eV
orbital gap (alpha / beta) = 7.01 / 7.01 eV



# 3
Computed, not measured: an isolated ion of composition C6H12N and charge +1 in a non-equilibrium geometry, with wB97M-V/def2-TZVPD.

Each line ends with the Löwdin charge.
Positions of all 19 atoms, in Å:
N 1.5679 -0.2012 0.1096  -0.208
C -2.3869 0.0904 0.3119  -0.074
C -0.9528 0.2886 0.0719  -0.120
H -2.8228 0.3178 1.2323  0.097
H 1.8323 1.7707 -0.6912  0.103
C 0.3933 -0.6219 0.2346  0.139
C 2.6002 -1.1758 0.1503  -0.025
H 1.6738 1.6358 1.1843  0.147
C -3.4241 -0.4139 -0.5675  -0.082
H 2.1630 -2.1088 0.2274  0.087
H -0.8166 0.5878 -0.9822  0.135
H -3.9272 -1.2906 -0.2493  0.079
H 3.1843 -1.1271 -0.7092  0.101
H 3.2490 -0.9797 0.9156  0.085
C 2.1759 1.1944 0.1991  0.028
H 3.3049 1.1847 0.1290  0.118
H -2.9704 -0.6841 -1.5948  0.116
H -4.2049 0.3914 -0.7576  0.126
H -0.6388 1.1414 0.7859  0.149

Calculated values
ΔE to the lowest compared entry with this formula, charge and spin = 5.500 eV
LUMO energy (alpha / beta) = -5.97 / -4.54 eV
total charge = +1
highest occupied orbital energy (alpha / beta) = -12.39 / -13.84 eV
orbital gap (alpha / beta) = 6.41 / 9.30 eV



# 4
Computed, not measured: an isolated ion of composition C6H12N and charge +1 in a non-equilibrium geometry, with wB97M-V/def2-TZVPD.

Each line ends with the Löwdin charge.
Positions of all 19 atoms, in Å:
C 0.1811 -0.5734 -1.3244  -0.001
H -0.6303 -1.4147 -1.4254  0.167
H -0.9357 1.9451 -0.3093  0.176
H -0.9315 1.3442 1.3183  0.114
H 0.9025 -1.7159 0.9381  0.075
H 0.1244 -0.5572 1.9609  0.098
N 0.3195 -0.0221 0.0164  -0.332
H 1.3543 1.4684 0.9805  0.056
H 1.0814 -1.0284 -1.4952  0.084
C 1.4790 0.9798 0.1199  0.059
C 0.1439 -1.0575 1.0521  0.034
H 2.3266 0.3608 -0.0251  0.098
H 0.0905 0.1578 -1.9946  0.068
H -4.1545 -0.6615 -0.3959  0.045
H -0.7911 -1.6458 0.6409  0.157
C -0.9336 0.9723 0.3287  -0.121
H 1.4763 1.7078 -0.8286  0.173
C -3.3000 -0.1117 -0.1386  0.179
C -2.2708 0.4507 0.1102  -0.129

Calculated values
ΔE to the lowest compared entry with this formula, charge and spin = 4.012 eV
LUMO energy = -2.86 eV
total charge = +1
highest occupied orbital energy = -14.39 eV
orbital gap = 11.53 eV



# 5
Computed, not measured: an isolated ion of composition C6H12N and charge +1 in a non-equilibrium geometry, with wB97M-V/def2-TZVPD.

Each line ends with the Löwdin charge.
Positions of all 19 atoms, in Å:
N -0.6168 0.3997 -0.7042  0.012
H 2.4157 -0.3241 -0.6585  0.034
H -0.6017 2.6482 -0.5467  0.125
H -2.0954 1.8956 -1.1340  0.094
H -0.4143 0.1370 -1.7080  0.203
C -0.8722 -0.8110 0.0396  -0.215
H 1.3609 -0.9240 -1.9588  0.112
C 1.1499 0.0306 1.4043  0.013
H 1.4061 -0.9402 1.7764  0.094
H -1.7618 1.6961 0.5577  0.122
H -1.8426 -2.6158 0.6399  0.094
C -1.9086 -1.6082 0.2351  0.169
H 0.5194 0.6396 2.1845  0.139
H 2.0295 0.5774 1.3744  0.057
H -2.8934 -1.1914 0.0132  0.094
C -1.2611 1.7245 -0.4549  0.021
C 0.4682 -0.3428 0.0716  -0.322
C 1.6439 -0.9300 -0.8705  0.052
H 1.8354 -1.9217 -0.4693  0.102

Calculated values
ΔE to the lowest compared entry with this formula, charge and spin = 2.796 eV
LUMO energy = -3.41 eV
total charge = +1
highest occupied orbital energy = -14.77 eV
orbital gap = 11.36 eV



# 6
Computed, not measured: an isolated ion of composition C6H12N and charge +1 in a non-equilibrium geometry, with wB97M-V/def2-TZVPD.

Each line ends with the Löwdin charge.
Positions of all 19 atoms, in Å:
C -1.6574 -0.2796 0.9472  0.042
C -0.1843 -1.5842 -0.5265  0.074
H 2.8129 0.5343 0.1012  0.118
H 2.0406 -2.0662 -0.0599  0.165
H 1.7392 1.8136 0.8015  0.070
H -1.9143 0.6059 -1.3486  0.072
N -0.5426 -0.1275 -0.0643  -0.215
H -0.8161 -2.2813 -0.9549  0.113
H -1.6924 0.4559 1.7284  0.120
C 1.0546 -1.4653 -0.0274  0.028
H -0.3327 0.6892 -1.9319  0.092
H 1.7396 1.5464 -0.8372  0.101
H -2.4995 -0.3548 0.3879  0.074
H -1.4956 -1.1949 1.3558  0.074
H -0.8658 1.9155 -0.7394  0.142
C 1.8222 1.0286 0.1255  -0.028
C 0.9387 -0.0821 0.5201  -0.246
C -0.9526 0.8584 -1.1046  0.033
H 0.8055 -0.0117 1.6271  0.171

Calculated values
ΔE to the lowest compared entry with this formula, charge and spin = 2.623 eV
LUMO energy = -3.15 eV
total charge = +1
highest occupied orbital energy = -15.05 eV
orbital gap = 11.90 eV



# 7
Computed, not measured: an isolated ion of composition C6H12N and charge +1 in a non-equilibrium geometry, with wB97M-V/def2-TZVPD.

Each line ends with the Löwdin charge.
Positions of all 19 atoms, in Å:
H 3.6443 -0.8047 -0.3799  0.113
C 1.6232 -0.1302 -0.1635  -0.157
C -2.8178 0.5532 -0.2242  -0.056
H -2.0270 -0.7192 1.3676  0.182
H 3.1674 -0.1008 1.1766  0.096
H -3.3714 0.0534 -1.0867  0.114
H -3.5772 1.0531 0.4304  0.114
N -1.8712 -0.4035 0.3912  -0.021
H -1.6492 -1.2355 -0.1305  0.135
H 3.4052 0.8522 -0.4049  0.141
C 0.6120 -0.6289 0.8005  -0.170
H 0.1473 0.0280 -1.8457  0.172
C 0.4621 0.6139 -0.8739  -0.081
H 0.6681 1.6819 -1.1374  0.129
H 0.2952 -1.7110 0.5059  0.180
H -2.2303 1.3663 -0.7907  0.110
C 3.0083 -0.0912 0.1195  -0.018
H 0.9996 -0.8113 1.8072  0.124
C -0.4886 0.4341 0.4386  -0.106

Calculated values
ΔE to the lowest compared entry with this formula, charge and spin = 6.043 eV
LUMO energy (alpha / beta) = -4.75 / -5.68 eV
total charge = +1
highest occupied orbital energy (alpha / beta) = -12.63 / -11.69 eV
orbital gap (alpha / beta) = 7.89 / 6.02 eV



# 8
Computed, not measured: an isolated ion of composition C6H12N and charge +1 in a non-equilibrium geometry, with wB97M-V/def2-TZVPD.

Each line ends with the Löwdin charge.
Positions of all 19 atoms, in Å:
H 1.4056 -1.7795 -1.4185  0.082
H 1.7530 -1.4760 0.9657  0.064
N -1.8766 -0.6312 0.5411  0.197
H 2.8978 -0.3240 1.9009  0.069
H -1.1752 0.9852 -1.5850  0.132
H -2.2602 1.5188 0.5709  0.141
H -0.2762 2.0662 -0.6212  0.136
C 1.7194 0.4375 0.2990  -0.139
H -0.9855 -1.0570 0.2429  0.129
H -0.8617 0.9118 1.4511  0.132
H 0.3279 -0.7702 -2.5641  0.082
H -2.6161 -0.8841 -0.1132  0.171
C 0.8279 -0.8831 -1.6043  0.101
C -1.3935 0.8490 0.5017  -0.112
C 2.2719 -0.5227 1.0480  0.040
C -0.5283 1.0090 -0.7114  -0.174
H -2.0820 -1.0036 1.4796  0.176
C 0.6769 0.1283 -0.7128  -0.347
H 2.1747 1.4256 0.3294  0.121

Calculated values
ΔE to the lowest compared entry with this formula, charge and spin = 1.800 eV
LUMO energy = -3.48 eV
total charge = +1
highest occupied orbital energy = -12.81 eV
orbital gap = 9.32 eV



# 9
Computed, not measured: C6H12N2 as an isolated structure in a non-equilibrium geometry, with wB97M-V/def2-TZVPD.

Each line ends with the Löwdin charge.
Positions of all 20 atoms, in Å:
C 0.8385 0.8396 0.0648  -0.225
H -2.0664 1.6407 0.3161  0.115
C -1.8825 0.6032 0.7645  -0.351
H -0.8511 0.1119 -1.1139  0.119
H 2.8141 0.6078 -0.8780  0.125
C 1.7735 0.3180 -1.2359  -0.052
H 1.6854 0.4719 -2.2080  0.038
H -3.1709 -0.2148 -0.3685  0.163
H 1.7386 -2.0012 -0.8811  0.121
C -0.5326 0.1193 -0.0869  -0.282
N -3.1002 -0.0835 0.8201  -0.093
H -1.4226 1.0262 1.8138  0.140
H -3.1138 -1.0733 1.5258  0.176
H 0.6361 -1.5060 -1.8329  0.095
C 1.1601 -1.0711 -1.0258  -0.235
H 0.9221 1.9339 0.1545  0.131
C 1.2338 -0.1799 0.9585  -0.143
H 0.9414 0.0949 1.9113  0.093
N 0.2285 -1.0387 0.1139  -0.047
H 2.1680 -0.5989 1.1874  0.112

Calculated values
ΔE to the lowest compared entry with this formula, charge and spin = 6.268 eV
LUMO energy = 1.04 eV
total charge = 0
highest occupied orbital energy = -8.60 eV
orbital gap = 9.63 eV



# 10
Computed, not measured: C6H12N2 as an isolated structure in a non-equilibrium geometry, with wB97M-V/def2-TZVPD.

Each line ends with the Löwdin charge.
Positions of all 20 atoms, in Å:
H -2.6524 -0.4440 -0.5863  0.129
H -0.7671 -0.1602 -2.4724  0.087
H -0.5966 -1.3480 -0.3548  0.105
H 1.0779 -0.3467 2.0437  0.114
C -0.8574 0.5191 -1.7194  -0.218
H -0.8996 1.5110 -2.2417  0.138
H 0.4137 -1.8729 1.7306  0.152
C 1.1325 -1.0766 1.1595  -0.318
C -1.9304 0.3961 -0.6958  -0.108
N 2.4611 -1.4667 0.8460  -0.099
H 0.9354 0.9633 0.9048  0.092
H -1.4326 0.5958 1.5972  0.160
H 3.4263 -0.5581 0.5518  0.229
C -0.0104 -0.6205 0.0603  -0.259
H -0.0322 2.3977 0.0907  0.143
H -2.1584 1.4643 -0.7202  0.104
H 2.3983 -2.1141 -0.0619  0.103
C -0.9506 0.4157 0.5589  -0.268
N 0.2707 0.4339 -0.8876  -0.111
C 0.1719 1.3106 0.1967  -0.176

Calculated values
ΔE to the lowest compared entry with this formula, charge and spin = 6.598 eV
LUMO energy = 0.88 eV
total charge = 0
highest occupied orbital energy = -8.12 eV
orbital gap = 9.00 eV



# 11
Computed, not measured: an isolated molecule of C6H12N2 in a non-equilibrium geometry, with wB97M-V/def2-TZVPD.

Each line ends with the Löwdin charge.
Positions of all 20 atoms, in Å:
H 1.3093 3.4189 2.0040  0.086
C 0.9214 3.3233 0.9354  -0.143
H -1.3669 0.1934 -1.6006  0.115
H 0.1402 -2.3132 1.2954  0.097
H -2.4155 -0.7155 -0.3899  0.116
C 0.8797 -1.2452 -1.2975  -0.044
H 0.1317 4.2033 0.8382  0.103
N 0.0685 2.1576 0.9024  -0.084
N 0.4028 1.2141 0.1546  0.063
H 0.7949 -2.3051 -1.6899  0.095
H 0.6460 -0.5888 -2.2053  0.099
C -0.2061 -1.1830 -0.2811  -0.573
C -0.4724 -2.4249 0.4190  -0.034
C -1.3893 -0.3824 -0.6461  -0.032
C -0.3910 0.0732 0.4218  -0.261
H 1.9228 -1.0552 -1.0705  0.072
H 1.6932 3.3130 0.0959  0.083
H -0.7988 0.0362 1.3361  0.099
H -1.4522 -2.3298 0.7617  0.064
H -0.4182 -3.3898 0.0165  0.077

Calculated values
ΔE to the lowest compared entry with this formula, charge and spin = 3.379 eV
LUMO energy = 1.00 eV
total charge = 0
highest occupied orbital energy = -8.94 eV
orbital gap = 9.94 eV